1.
Below is C39H43BF5N14O4SSe2Y as an isolated structure, with properties calculated with ωB97M-V with the def2-TZVPD basis set.

The energy relative to the best compared isomer or geometry (same formula, charge and spin) comes out at 17.2 kJ/mol. The value obtained for the calculated total energy is -8343.07166 Eh. The value obtained for the frontier orbital gap (alpha / beta) is 7.1 / 4.1 eV. The spin multiplicity is 2. Its largest force on an atom is 2.0 eV/Å. As for the charge: +1.

The geometry in XYZ format:
```
110
Properties=species:S:1:pos:R:3:forces:R:3
Y -0.329673 0.415777 0.317971 1.3 -1.3 0.4
C 2.501211 3.062902 1.548053 -0.1 -0.1 0.1
C 2.430481 1.681855 2.124541 0.0 0.0 0.0
C 3.283953 1.208378 3.124612 0.0 0.0 0.0
C 2.906097 -0.095763 3.335428 0.1 0.0 0.1
N 1.891163 -0.384035 2.506114 0.0 0.0 0.0
N 1.580669 0.709738 1.754268 0.2 0.1 0.3
B 1.345970 -1.828942 2.258726 0.0 0.1 0.0
N 1.614173 -2.167368 0.757590 0.0 0.0 0.1
C 2.213035 -3.245040 0.232105 -0.1 -0.1 0.0
C 2.429414 -3.023264 -1.107068 0.0 0.0 -0.1
C 1.891255 -1.756862 -1.349940 0.0 -0.1 0.2
C 1.899196 -1.032379 -2.652091 0.0 0.0 0.1
N 1.375762 -1.247206 -0.223465 0.4 -0.4 -0.4
N -0.185014 -1.972744 2.494339 0.0 -0.1 0.2
C -0.787978 -2.826924 3.336849 0.0 0.1 0.0
C -2.134831 -2.819619 3.083883 -0.1 -0.1 0.0
C -2.312743 -1.923264 2.033154 0.1 0.0 0.0
C -3.650346 -1.644250 1.421712 0.1 0.0 0.1
N -1.124322 -1.397574 1.668632 0.0 -0.3 0.2
N 2.144679 -2.717204 3.208669 -0.1 -0.1 -0.2
C 3.368313 -3.294905 3.047512 0.0 0.1 -0.1
C 3.838570 -3.649639 4.277893 0.0 0.0 0.3
C 2.835842 -3.225730 5.183485 0.1 0.0 0.0
C 2.836527 -3.319180 6.674962 0.0 0.0 -0.1
N 1.838324 -2.651348 4.537112 0.0 -0.2 -0.1
H 3.447698 3.511949 1.844625 0.0 0.0 0.0
H 2.447440 3.052893 0.463881 0.0 0.0 0.0
H 1.702040 3.700536 1.923276 0.0 0.0 0.0
H 4.072149 1.753286 3.619495 -0.1 0.0 0.0
H 3.305156 -0.815557 4.032100 -0.1 0.0 -0.1
H 2.422760 -4.118014 0.828175 0.0 0.1 0.0
H 2.896930 -3.685841 -1.818767 -0.1 0.0 0.1
H 1.649103 -1.709840 -3.467677 0.0 0.0 0.0
H 1.188453 -0.209392 -2.650066 0.0 0.0 -0.1
H 2.896389 -0.640736 -2.856360 0.1 0.1 0.0
H -0.228905 -3.367899 4.075716 0.1 0.0 0.0
H -2.899736 -3.397869 3.576191 0.0 0.0 0.0
H -4.336912 -1.296404 2.194973 0.0 0.0 0.0
H -3.609073 -0.916560 0.628127 -0.1 0.1 -0.1
H -4.067016 -2.569644 1.021023 0.0 0.0 0.0
H 3.840036 -3.391593 2.083466 0.0 0.0 0.1
H 4.762344 -4.155046 4.511396 0.0 0.0 0.0
H 3.371316 -4.208057 7.005970 0.0 0.0 0.0
H 3.331456 -2.448418 7.107964 0.0 0.0 0.0
H 1.817895 -3.348959 7.056957 0.0 0.0 0.0
Se 0.827566 2.637651 -1.722202 0.4 0.6 -0.6
Se 2.054174 2.800969 -3.672529 0.0 -0.1 0.4
C 3.686431 2.171411 -2.856492 0.0 -0.1 0.3
C 4.831763 1.981905 -3.610781 -0.1 0.1 -0.2
C 5.928310 1.427935 -2.964142 0.1 0.0 0.0
C 5.838450 1.113484 -1.618884 0.0 0.0 0.0
C 4.651009 1.386136 -0.947080 -0.1 0.0 0.0
N 3.592585 1.902169 -1.563718 -0.1 -0.1 -0.1
C -0.776065 3.281578 -2.581122 -0.3 -0.1 0.0
C -1.046963 4.628542 -2.692704 0.1 0.1 0.1
C -2.294879 4.971888 -3.199445 0.0 0.0 0.0
C -3.164894 3.968544 -3.576186 -0.1 -0.1 0.0
C -2.765241 2.643492 -3.441479 0.0 -0.1 0.0
N -1.582918 2.296726 -2.936264 0.0 0.1 -0.1
H 4.865118 2.252708 -4.657958 0.0 -0.1 0.0
H 6.842727 1.243805 -3.513284 0.0 0.0 0.0
H 6.672946 0.669773 -1.093309 0.0 0.0 0.0
H 4.532732 1.183830 0.113889 0.0 0.0 -0.1
H -0.336017 5.375621 -2.369669 0.0 0.0 0.0
H -2.580300 6.012416 -3.277638 0.0 0.0 0.0
H -4.156238 4.193478 -3.946812 0.1 0.0 0.0
H -3.418325 1.832044 -3.739187 0.0 0.0 0.1
C -4.218451 1.697259 1.497642 0.1 -0.1 -0.1
S -3.430495 1.777634 -0.101884 -0.4 0.1 -0.3
O -2.874820 3.097899 -0.239242 0.1 0.1 0.0
O -4.398602 1.381934 -1.091907 0.1 -0.1 0.0
O -2.313007 0.728736 -0.058142 -1.8 0.8 -0.2
H -4.330564 2.721538 1.847269 0.0 0.0 0.0
H -3.605866 1.119387 2.187453 -0.1 0.1 0.0
H -5.191536 1.233080 1.357757 0.0 0.0 0.1
F -2.227317 5.605040 4.547509 -0.1 0.1 0.1
C -1.744651 4.863619 3.555929 0.0 0.0 0.0
C -1.731274 3.485400 3.655834 0.0 -0.1 0.0
F -2.223401 2.877839 4.729687 0.0 0.0 0.1
C -1.203558 2.749340 2.617407 0.0 -0.1 -0.1
F -1.167267 1.389725 2.691252 -0.1 0.0 0.0
C -0.712076 3.317903 1.450882 0.2 0.1 0.1
O -0.180063 2.552753 0.514280 -0.1 0.4 -0.2
C -0.749048 4.704447 1.377092 0.0 -0.1 -0.2
F -0.277436 5.298317 0.268650 0.0 0.1 0.1
C -1.250749 5.467782 2.409728 0.0 0.1 0.0
F -1.265334 6.794139 2.311743 0.0 0.0 0.0
C -2.763727 -1.714466 -1.832133 0.1 -0.1 0.0
N -3.614455 -2.514707 -2.702029 -0.1 -0.1 0.0
C -3.088989 -3.881157 -2.742479 0.1 0.2 -0.1
N -1.702513 -3.908626 -3.224355 0.0 -0.1 0.0
C -0.883864 -3.080548 -2.344840 -0.1 0.0 0.0
N -1.352713 -1.679143 -2.289149 0.0 0.2 0.1
C -1.352026 -1.151635 -3.670845 -0.1 -0.2 0.0
N -2.182788 -1.944258 -4.570857 0.0 0.0 -0.1
C -3.557474 -1.956713 -4.053056 0.2 0.0 0.1
C -1.679080 -3.321496 -4.568618 -0.1 0.1 0.2
H -2.777282 -2.157728 -0.835769 0.0 0.0 -0.1
H -3.153565 -0.698849 -1.775884 0.0 0.0 -0.1
H -3.706387 -4.481868 -3.410629 0.0 0.0 0.0
H -3.128872 -4.312020 -1.740415 0.0 0.0 0.0
H 0.142473 -3.102803 -2.711215 0.0 0.0 0.0
H -0.905059 -3.496312 -1.334696 0.0 0.0 0.0
H -0.333133 -1.161003 -4.058545 0.0 0.0 0.0
H -1.706546 -0.123011 -3.649920 0.0 0.1 0.0
H -4.177515 -2.558822 -4.717772 0.0 0.0 0.0
H -3.943013 -0.935371 -4.031105 0.0 0.0 0.0
H -0.652660 -3.327014 -4.940655 0.0 0.0 0.0
H -2.296526 -3.926525 -5.232466 0.0 0.0 0.0
```
Positions in Å, forces in eV/Å.

---

2.
Below is C2H38HfO18 as an isolated structure, with properties calculated with ωB97M-V with the def2-TZVPD basis set.

The energy relative to the best compared isomer or geometry (same formula, charge and spin) comes out at 0.0 kJ/mol. The value obtained for the calculated total energy is -1500.85796 Eh. The value obtained for the frontier orbital gap is 8.4 eV. The spin multiplicity is 1. Its largest force on an atom is 5.1 eV/Å. As for the charge: +2.

The geometry in XYZ format:
```
59
Properties=species:S:1:pos:R:3:forces:R:3
Hf -27.857689 -4.131229 5.016487 1.7 -0.1 -4.8
C -29.349474 -6.843463 5.071823 -0.9 0.3 1.2
O -28.323149 -5.965143 4.725526 1.0 1.5 1.0
H -28.976671 -7.507190 5.868641 -0.5 0.1 -0.3
H -29.608588 -7.379986 4.198351 -0.4 -1.0 -0.8
H -30.258884 -6.257647 5.377916 0.6 -0.7 0.1
C -26.396259 -2.864050 2.461253 0.5 1.1 1.3
O -27.187723 -3.734099 3.225084 -0.2 -0.9 1.5
H -26.092321 -1.981381 3.095478 -0.6 -0.6 -0.8
H -27.092243 -2.619389 1.690645 0.4 1.3 -1.0
H -25.427595 -3.220707 2.047458 -0.7 -0.6 0.3
O -28.209104 -1.917422 -0.686938 0.1 -0.3 0.5
H -28.388213 -1.000245 -0.944183 0.6 -0.6 -0.4
H -27.385433 -2.274144 -1.082141 -0.8 0.9 0.1
O -24.143599 -0.339626 3.157904 0.3 0.5 -0.4
H -23.184095 -0.325529 3.049657 0.0 0.6 -0.1
H -24.346005 -1.267269 3.089901 -0.1 -0.9 -0.1
O -28.415841 -1.715392 4.696148 0.0 0.6 1.2
H -28.029662 -1.126038 4.004803 -0.4 -0.7 -0.1
H -28.482229 -1.113168 5.471313 -0.2 -0.5 -0.5
O -23.601209 -2.871679 4.349345 0.5 2.4 0.7
H -23.654051 -3.631279 3.804108 0.4 -1.3 -1.2
H -22.907520 -2.264197 3.987882 -0.6 -1.4 0.6
O -24.827417 -1.112247 0.165469 -2.1 0.9 -2.1
H -24.940656 -0.733174 1.001484 -0.1 1.1 1.8
H -24.170237 -1.751228 0.273770 2.0 -1.7 0.2
O -26.887020 -6.943636 2.232352 2.8 -0.3 -0.8
H -26.702812 -6.094688 1.807696 -0.4 -0.3 -0.3
H -27.714667 -6.824626 2.610612 -2.3 0.2 1.2
O -22.949025 -2.897380 0.680156 1.0 -0.1 0.1
H -22.078356 -2.879718 0.267039 0.3 0.7 0.1
H -23.165257 -3.820204 0.545014 -0.7 -0.3 0.1
O -27.104285 -4.808992 0.462201 -1.4 -0.3 -0.2
H -26.161660 -4.814905 0.411847 1.1 0.1 -0.3
H -27.350482 -4.187550 1.142600 -0.2 0.0 -0.1
O -29.825485 -4.014805 3.958794 -0.1 0.1 0.7
H -30.025280 -4.488191 3.115336 0.2 0.6 0.9
H -30.096993 -3.078004 3.898722 -0.4 0.0 -1.0
O -30.140759 -1.910737 2.203979 -0.6 -0.4 0.7
H -29.291352 -1.475941 2.238426 0.4 0.1 -0.4
H -30.112777 -2.567906 1.504958 0.2 0.2 -0.5
O -23.682946 -5.402591 2.731081 0.6 0.3 2.9
H -23.930725 -5.412610 1.840992 -0.5 -0.5 -2.1
H -23.233269 -6.216387 3.015143 -0.2 0.2 -0.7
O -25.810623 -0.397723 5.138175 -0.8 -1.1 1.4
H -26.482394 0.245448 5.019313 -1.0 1.2 0.3
H -25.201409 -0.223105 4.444938 1.9 0.4 -1.2
O -24.471268 -4.924244 -0.104175 0.5 -0.2 0.0
H -24.440463 -4.474985 -0.957585 -0.2 0.1 -0.1
H -23.952046 -5.718202 -0.238676 0.0 -0.6 -0.4
O -26.217806 -2.850056 5.710324 0.9 -0.4 1.4
H -25.327920 -3.073599 6.077977 -0.8 -0.1 -0.5
H -26.080809 -1.899199 5.418211 -0.3 0.4 0.0
O -27.870994 -0.168124 2.421135 -0.3 -0.4 0.8
H -27.023815 0.208189 2.538098 2.1 0.3 1.2
H -27.954879 0.256460 1.591121 -1.6 0.4 -2.0
O -25.673800 -5.293938 4.586813 1.2 -0.3 1.5
H -24.871383 -5.598548 5.052049 -0.9 -0.1 1.1
H -25.197265 -5.300943 3.753064 -0.7 0.2 -1.6
```
Positions in Å, forces in eV/Å.

---

3.
Below is C23H52OP4W as an isolated structure, with properties calculated with ωB97M-V with the def2-TZVPD basis set.

The energy relative to the best compared isomer or geometry (same formula, charge and spin) comes out at 0.0 kJ/mol. The value obtained for the calculated total energy is -2413.60337 Eh. The value obtained for the frontier orbital gap (alpha / beta) is 1.6 / 1.7 eV. The spin multiplicity is 3. Its largest force on an atom is 4.9 eV/Å. As for the charge: +4.

The geometry in XYZ format:
```
81
Properties=species:S:1:pos:R:3:forces:R:3
W -0.575728 0.502589 -1.143759 -1.1 -0.6 1.9
P -1.224553 1.016862 -3.330433 -1.2 0.8 -4.3
P -1.343570 -1.798630 -0.960476 -0.9 -4.4 0.2
P 1.474759 1.638242 -0.927469 4.5 1.7 0.1
H 5.611357 -5.973425 3.553846 0.2 0.4 0.2
C 5.957590 -5.054116 4.043417 -0.3 0.2 0.6
C 5.422434 -4.639601 5.206236 0.2 -0.2 -0.6
H 4.624901 -5.208692 5.700721 0.4 0.3 -0.2
C -0.143228 0.215947 -4.599281 0.3 -0.3 0.4
C -2.917345 0.409741 -3.753389 -0.1 -0.1 0.3
C -1.172458 2.809649 -3.757526 -0.1 0.3 0.4
C -1.134307 -2.902921 0.507132 0.7 0.6 0.6
C -3.147339 -2.215983 -1.190136 -0.8 1.3 -0.1
C -0.744065 -2.981268 -2.240240 0.7 0.7 -0.4
C 2.584063 1.599549 0.543823 -0.3 -0.8 0.6
C 1.382516 3.489376 -1.080608 -1.1 0.2 -0.3
C 2.719859 1.281982 -2.247106 -0.5 -0.4 -0.3
H 6.797101 -4.520996 3.578963 -0.3 -0.2 0.2
H 5.804676 -3.753386 5.727864 -0.1 -0.4 -0.2
H -0.508496 0.423304 -5.624275 -0.2 0.1 0.6
H -0.135379 -0.868512 -4.450558 0.0 0.1 -0.1
H 0.881191 0.592372 -4.515939 -0.2 -0.1 0.0
H -3.255548 0.782610 -4.739608 0.4 0.0 0.4
H -3.644501 0.740598 -3.000901 0.1 0.0 -0.2
H -2.918342 -0.687645 -3.790191 0.1 0.2 0.0
H -0.675856 2.958266 -4.729195 -0.1 -0.3 0.3
H -0.618371 3.379702 -2.999213 -0.2 -0.1 -0.3
H -2.194471 3.216821 -3.822874 0.3 -0.2 0.1
H -1.830254 -3.753763 0.460842 0.1 0.4 -0.4
H -1.306713 -2.338523 1.427707 0.1 -0.2 -0.1
H -0.105518 -3.278705 0.519854 -0.2 0.1 0.1
H -3.211084 -3.174574 -1.724560 0.3 0.3 0.1
H -3.689443 -1.458808 -1.766440 -0.1 -0.3 0.1
H -3.629453 -2.328316 -0.209367 0.2 0.1 -0.3
H -1.166041 -3.969147 -1.999766 0.1 0.4 0.0
H 0.349188 -3.037440 -2.223731 -0.1 -0.1 -0.1
H -1.084019 -2.667783 -3.234578 0.1 -0.2 0.1
H 3.208156 2.499825 0.521731 -0.2 -0.2 -0.2
H 3.239483 0.721543 0.522230 -0.2 0.0 -0.1
H 2.012386 1.584011 1.473297 0.1 0.0 -0.1
H 2.282669 3.915423 -0.616301 -0.2 -0.3 -0.1
H 0.511624 3.901980 -0.559533 0.2 0.1 -0.1
H 1.357934 3.803373 -2.130114 -0.1 -0.1 0.2
H 3.678087 1.753823 -1.980782 -0.4 0.0 0.1
H 2.392602 1.669431 -3.220151 0.1 0.0 0.2
H 2.873413 0.201053 -2.327769 0.1 0.1 0.0
C 1.775567 -1.505619 1.803223 -0.3 0.4 -0.2
C 2.412234 -2.070386 0.628393 0.6 -0.7 -0.1
C 3.571061 -2.829078 0.721498 -1.3 0.8 -0.8
C 4.189841 -2.946997 1.973690 0.4 -0.5 0.2
C 3.698818 -2.271430 3.099903 -0.5 0.8 0.7
C 2.554832 -1.498110 3.025924 0.1 -0.4 0.2
O 0.580342 -1.057751 1.756108 0.9 0.7 -0.6
H 0.635259 -0.658676 -1.119118 0.1 0.3 0.3
H 1.901575 -1.931017 -0.328237 0.1 -0.2 0.2
H 3.958274 -3.318374 -0.178651 0.0 0.2 0.5
H 5.060679 -3.587270 2.085229 -0.1 0.1 0.0
H 4.224866 -2.362140 4.057790 -0.1 0.0 -0.5
H 2.164303 -0.927847 3.874871 0.2 -0.4 -0.2
C -0.458094 2.955237 2.760154 0.6 0.3 -0.1
C -1.579517 2.004912 2.391503 0.5 -0.7 0.3
P -1.897791 1.517029 0.618814 -1.7 1.4 2.3
C -3.408079 0.413352 0.798224 0.3 -0.7 -0.6
C -4.494191 0.812005 1.802060 -0.2 0.6 0.3
C -2.348215 3.134284 -0.195876 0.6 -0.1 -0.6
C -3.697357 3.704797 0.256254 -0.4 0.1 0.1
H 0.536716 2.516053 2.646760 -0.2 0.0 0.0
H -0.561671 3.205807 3.822341 0.0 -0.1 -0.2
H -0.473987 3.903413 2.219098 -0.1 0.0 0.0
H -1.413747 1.050554 2.904149 -0.1 0.0 0.0
H -2.519154 2.419427 2.791745 0.0 -0.3 -0.6
H -3.852815 0.251735 -0.199060 0.2 0.2 0.2
H -3.003408 -0.566258 1.112809 0.0 0.4 -0.1
H -4.950587 1.781102 1.565738 0.1 -0.4 0.2
H -5.297744 0.064521 1.775830 0.3 0.1 -0.1
H -4.109199 0.828258 2.825258 -0.1 0.0 -0.2
H -1.546998 3.865239 0.027554 -0.2 -0.5 0.0
H -2.338058 3.001432 -1.294941 -0.1 0.1 0.2
H -3.714356 3.890571 1.338152 0.0 -0.1 -0.3
H -3.861403 4.668681 -0.243704 0.1 -0.2 0.1
H -4.527904 3.046709 -0.014879 0.1 0.2 0.0
```
Positions in Å, forces in eV/Å.

---

4.
Below is CH3FS as an isolated structure, with properties calculated with ωB97M-V with the def2-TZVPD basis set.

The energy relative to the best compared isomer or geometry (same formula, charge and spin) comes out at 312.5 kJ/mol. The value obtained for the calculated total energy is -537.80573 Eh. The value obtained for the frontier orbital gap is 9.7 eV. The spin multiplicity is 1. Its largest force on an atom is 2.4 eV/Å. As for the charge: 0.

The geometry in XYZ format:
```
6
Properties=species:S:1:pos:R:3:forces:R:3
C 1.564982 -0.193382 0.357038 -0.6 -0.1 1.5
F 1.044349 -0.806335 1.447021 0.4 0.4 -1.0
S 2.148981 -1.244854 -0.778132 -0.2 -2.4 -0.2
H -0.494114 1.169932 -1.159454 -2.0 1.3 -0.3
H -1.189505 1.603913 -1.267408 2.0 -1.3 0.3
H 1.852800 -2.637243 -0.340590 0.4 2.1 -0.4
```
Positions in Å, forces in eV/Å.

---

Q: Look up the energy relative to the best compared isomer or geometry (same formula, charge and spin) of the third one.
A: 0.0 kJ/mol

---

Q: What is the charge in the first record?
A: +1

---

Q: What is the formula in the third record?
A: C23H52OP4W

---

Q: The lowest largest force on an atom belongs to which entry?
A: C39H43BF5N14O4SSe2Y